Molecular formula: C4H9NO
Method: DFT, wB97M-V/def2-TZVPD

The calculation puts the gap between HOMO and LUMO at 10.5 eV. Its lowest unoccupied orbital energy is 0.0347 hartree. Its spin multiplicity is 1. Its energy relative to the best compared isomer or geometry (same formula, charge and spin) is 57.84 kcal/mol. The SMILES is CCC=O.C=N.

XYZ file:
```
15
Properties=species:S:1:pos:R:3:forces:R:3:mulliken_charge:R:1
C -1.428400 0.796147 0.300738 -0.0313 0.0805 0.0321 -1.00
C -0.563260 0.404693 -0.900313 -0.0169 0.1031 -0.1542 -0.24
C 0.929452 0.710554 -0.806953 -0.0265 0.0401 -0.5025 -0.07
O 1.722866 0.357389 -1.642097 -0.3585 0.3045 0.2271 -0.49
H -2.395159 1.159645 -0.056763 0.0718 -0.0238 0.1655 0.32
H -1.631973 -0.027947 0.995330 0.1700 0.1158 -0.2087 0.23
H -0.966143 1.604435 0.880862 -0.0645 -0.0764 -0.1213 0.28
H -0.845360 1.014243 -1.763673 -0.1659 -0.0109 -0.0434 0.39
H -0.729734 -0.633767 -1.208176 0.1218 0.2523 -0.0251 0.30
H 1.209061 1.375640 0.038961 0.0839 -0.0078 -0.1962 0.29
C 0.790581 -1.616497 0.579250 0.2508 0.0172 0.0964 -0.42
N 1.685924 -0.830540 1.012504 -0.3438 -0.3771 0.2233 -0.48
H 0.910720 -2.006847 -0.435418 0.1260 -0.1738 0.2475 0.37
H -0.139529 -1.894639 1.092739 0.2345 0.0881 0.0797 0.30
H 1.450954 -0.412507 1.913011 -0.0515 -0.3319 0.1797 0.23
```
Forces are in eV/Å.